Formula: C3H8N4
Source: the Open Molecules 2025 dataset
Level of theory: ωB97M-V with the def2-TZVPD basis set

Last column: Löwdin spin population.
Geometry (Å):
1 C -1.835 -1.474 0.035  0.220
2 C -1.703 -0.122 -0.003  0.023
3 C -0.200 1.810 0.041  0.025
4 N 1.724 0.153 0.073  0.610
5 N 0.617 -0.450 -0.050  0.473
6 N 2.751 -0.779 0.078  0.251
7 N -0.453 0.441 -0.200  0.313
8 H -2.842 -1.910 0.133  0.015
9 H -1.145 -2.291 -0.146  0.019
10 H -2.539 0.456 0.222  -0.003
11 H -1.104 2.339 0.646  0.007
12 H 0.820 1.850 0.629  0.005
13 H -0.068 2.226 -1.020  0.015
14 H 2.365 -1.638 -0.059  0.011
15 H 3.612 -0.611 -0.378  0.017

orbital gap (alpha / beta)	6.407 / 7.034	eV
2S+1	3
LUMO energy (alpha / beta)	1.134 / -1.613	eV
relative energy (zero: lowest compared OMol25 entry of this formula, charge and spin)	1.7717	eV